Below is a cluster of 3 separate species, C29H59INO15P2S in total at a distorted geometry, with properties calculated with ωB97M-V with the def2-TZVPD basis set.

Net charge   +1
E   -100734.6072 eV

Structure (XYZ):
```
108
Properties=species:S:1:pos:R:3:forces:R:3
C -0.476 -3.397 -2.026 0.1 -0.8 0.0
C 0.791 -3.274 -1.079 -1.8 -1.1 0.7
O 1.418 -1.969 -1.069 1.0 -0.9 -1.7
C 2.044 -1.656 -2.295 -1.0 1.6 0.1
N 3.416 -2.220 -2.455 2.4 -1.7 0.4
C 4.022 -3.146 -1.742 0.1 0.4 0.3
C 5.487 -3.551 -2.241 -2.3 1.1 -0.6
C 5.106 -4.664 -3.365 0.0 -0.2 1.1
C 5.841 -6.061 -3.149 -0.6 0.2 -0.4
C 6.130 -6.767 -4.549 0.7 -1.0 0.9
S 4.763 -6.568 -5.762 -2.9 2.8 -2.1
O 4.884 -5.302 -6.551 1.1 -2.7 1.7
O 3.429 -6.631 -5.127 3.1 -1.3 -0.6
O 4.975 -7.798 -6.875 0.3 1.7 1.6
C 5.812 -2.145 -2.940 -0.1 0.1 0.8
C 7.075 -2.037 -3.893 -0.1 -0.4 -0.1
C 8.431 -2.612 -3.274 0.4 -0.4 -1.8
C 8.672 -4.166 -3.636 -0.4 0.6 0.1
I 8.688 -2.207 -1.151 0.0 0.0 -0.6
C 4.373 -1.786 -3.527 2.3 2.2 -1.9
C 4.428 -0.214 -3.835 -2.2 1.1 0.6
C 3.537 0.138 -5.111 1.2 -1.0 -2.6
O 3.796 -0.377 -6.192 -0.6 1.1 2.9
O 2.470 1.066 -4.998 0.1 -1.7 1.0
C 1.204 0.458 -5.248 -2.9 -1.3 -1.3
C 0.073 0.651 -4.140 0.7 1.4 -0.3
O 0.901 -0.164 -6.250 1.7 1.4 2.2
H -1.060 -2.438 -2.121 0.8 -0.9 0.1
H -1.178 -4.159 -1.549 0.9 1.0 -0.6
H -0.205 -3.853 -3.035 -0.4 0.9 1.2
H 1.487 -4.136 -1.306 -0.4 1.1 0.1
H 0.419 -3.450 -0.016 0.7 0.5 -1.3
H 1.447 -1.916 -3.220 0.6 -0.1 1.0
H 2.168 -0.522 -2.311 0.0 -1.5 0.1
H 3.494 -3.594 -0.855 0.6 0.5 -1.1
H 6.172 -3.872 -1.407 -0.8 0.3 -0.9
H 5.338 -4.190 -4.361 -0.3 -0.8 0.9
H 3.988 -4.876 -3.285 1.4 0.3 -0.5
H 6.778 -5.869 -2.552 -0.8 -0.5 -1.0
H 5.210 -6.793 -2.549 0.6 1.2 -0.7
H 6.217 -7.885 -4.352 -0.1 1.3 -0.5
H 7.102 -6.429 -5.018 -1.3 -0.2 0.2
H 5.520 -7.374 -7.580 -0.5 -0.3 0.4
H 5.990 -1.355 -2.145 -0.2 -1.1 -0.5
H 7.301 -0.967 -4.202 -0.7 -1.2 0.5
H 6.854 -2.613 -4.844 0.4 0.6 0.9
H 9.274 -2.058 -3.799 -1.1 -0.5 1.0
H 8.681 -4.789 -2.698 0.1 0.5 -1.1
H 9.641 -4.299 -4.215 -1.2 0.2 0.9
H 7.814 -4.475 -4.308 1.1 0.2 0.8
H 4.246 -2.248 -4.557 -0.5 0.0 1.5
H 5.470 0.175 -4.009 -1.1 -0.8 0.0
H 4.010 0.395 -2.965 0.7 -0.8 -0.9
H 0.457 1.315 -3.311 -0.5 -1.0 -0.6
H -0.782 1.219 -4.629 1.1 -0.8 0.5
H -0.363 -0.327 -3.786 0.8 1.0 -0.4
O -2.195 0.771 -0.476 1.1 4.1 -0.8
P -2.744 1.609 0.679 -3.5 -7.6 3.9
O -2.095 0.674 1.889 0.8 0.6 -0.2
C -0.688 0.531 1.991 0.1 -0.2 0.2
C -0.056 1.726 2.677 0.1 0.1 0.0
O -4.261 0.962 0.702 0.2 1.4 -0.3
C -4.815 0.359 -0.463 0.0 -0.4 -0.2
C -4.559 -1.136 -0.467 -0.1 -0.3 0.1
O -3.304 2.650 1.907 1.4 1.7 -3.1
C -2.709 3.934 2.077 0.0 0.7 0.5
C -2.241 4.576 0.787 -0.2 -0.1 0.0
H -0.239 0.368 1.006 -0.1 0.0 0.0
H -0.502 -0.367 2.586 -0.2 0.0 0.0
H -0.115 2.612 2.038 0.1 0.0 0.0
H 0.999 1.540 2.894 0.0 0.0 0.0
H -0.571 1.954 3.612 0.0 -0.1 0.0
H -4.433 0.836 -1.368 0.1 -0.1 0.1
H -5.893 0.542 -0.445 0.1 0.1 0.2
H -3.511 -1.379 -0.282 0.0 0.2 -0.1
H -4.856 -1.578 -1.421 0.0 0.0 0.1
H -5.133 -1.620 0.329 0.0 0.1 -0.1
H -1.890 3.857 2.795 0.1 0.0 0.0
H -3.467 4.574 2.537 -0.1 -0.2 0.0
H -1.478 3.967 0.289 0.1 0.0 0.0
H -1.805 5.557 0.991 0.0 -0.1 -0.1
H -3.074 4.701 0.092 0.0 0.0 0.0
O -6.585 3.136 6.985 2.6 1.9 2.7
P -6.210 4.517 6.468 -5.0 -1.1 -7.1
O -7.739 5.114 6.243 0.5 0.1 0.8
C -8.620 5.227 7.351 -0.4 0.0 0.1
C -8.331 6.474 8.163 0.1 0.0 0.1
O -5.885 4.087 4.908 0.9 0.5 0.8
C -5.559 2.740 4.575 -0.2 -0.4 -0.1
C -6.800 1.976 4.157 -0.2 0.0 -0.2
O -5.588 6.044 6.034 1.5 -1.7 2.8
C -5.000 6.881 7.025 0.2 0.7 0.1
C -4.276 6.129 8.124 0.0 0.0 -0.1
H -8.572 4.335 7.982 0.0 0.0 -0.1
H -9.633 5.286 6.947 0.1 -0.1 -0.1
H -7.374 6.380 8.685 0.0 0.0 0.1
H -9.107 6.639 8.915 0.1 0.0 0.0
H -8.276 7.353 7.518 -0.1 -0.1 0.0
H -5.042 2.249 5.402 -0.2 0.0 0.0
H -4.855 2.770 3.740 -0.1 0.2 0.0
H -7.615 2.084 4.873 0.2 0.0 0.2
H -6.579 0.912 4.039 0.0 0.1 0.0
H -7.174 2.357 3.202 0.1 0.0 0.0
H -5.767 7.536 7.443 -0.1 0.0 0.1
H -4.285 7.527 6.508 -0.1 -0.1 -0.1
H -4.954 5.465 8.671 -0.1 0.0 0.1
H -3.844 6.831 8.841 0.0 -0.1 0.0
H -3.473 5.514 7.710 0.0 0.0 0.0
```
Positions in Å, forces in eV/Å.

Atomic partial charges in e from the Löwdin method, atoms 1 to 99:
1. C -0.073
2. C -0.237
3. O -0.111
4. C -0.136
5. N 0.042
6. C 0.105
7. C -0.155
8. C -0.144
9. C -0.181
10. C -0.216
11. S 0.703
12. O -0.340
13. O -0.297
14. O -0.173
15. C -0.268
16. C -0.187
17. C -0.708
18. C -0.138
19. I 0.863
20. C -0.171
21. C -0.005
22. C -0.358
23. O 0.144
24. O 0.050
25. C -0.408
26. C 0.011
27. O 0.132
28. H 0.084
29. H 0.095
30. H 0.087
31. H 0.109
32. H 0.139
33. H 0.157
34. H 0.154
35. H 0.167
36. H 0.109
37. H 0.095
38. H 0.123
39. H 0.099
40. H 0.132
41. H 0.123
42. H 0.110
43. H 0.101
44. H 0.117
45. H 0.123
46. H 0.127
47. H 0.082
48. H 0.052
49. H 0.097
50. H 0.052
51. H 0.176
52. H 0.131
53. H 0.134
54. H 0.088
55. H 0.107
56. H 0.084
57. O -0.258
58. P 0.691
59. O -0.223
60. C -0.305
61. C -0.079
62. O -0.217
63. C -0.293
64. C -0.077
65. O -0.209
66. C -0.295
67. C -0.087
68. H 0.096
69. H 0.118
70. H 0.061
71. H 0.078
72. H 0.085
73. H 0.102
74. H 0.119
75. H 0.061
76. H 0.077
77. H 0.080
78. H 0.101
79. H 0.125
80. H 0.063
81. H 0.089
82. H 0.089
83. O -0.232
84. P 0.672
85. O -0.217
86. C -0.297
87. C -0.080
88. O -0.225
89. C -0.289
90. C -0.068
91. O -0.195
92. C -0.302
93. C -0.092
94. H 0.107
95. H 0.120
96. H 0.061
97. H 0.081
98. H 0.082
99. H 0.106



Below is a structure of composition C29H60F18N7O16S6 at a distorted geometry, with properties calculated with ωB97M-V with the def2-TZVPD basis set.

Net charge   +1
E   -188139.3819 eV

Structure (XYZ):
```
136
Properties=species:S:1:pos:R:3:forces:R:3
C 14.625 -15.478 1.806 0.2 0.1 0.4
C 15.942 -15.281 2.514 1.5 0.2 -0.4
C 16.745 -16.578 2.673 0.3 -0.8 -0.7
O 17.276 -16.952 1.412 0.1 0.2 -1.1
C 17.796 -18.296 1.335 -0.5 1.0 0.2
N 16.781 -14.347 1.604 -0.5 -0.2 0.7
H 16.247 -13.523 1.370 -0.5 0.2 -0.5
H 17.602 -13.962 2.049 0.7 -0.3 0.4
H 17.045 -14.877 0.786 0.3 -0.1 -0.5
H 14.752 -16.040 0.881 0.2 0.3 -0.2
H 14.240 -14.472 1.641 -0.7 -0.3 -0.2
H 13.956 -16.090 2.411 -0.1 0.4 0.2
H 15.919 -14.700 3.436 -0.5 -0.4 0.2
H 16.031 -17.373 2.891 -0.1 0.1 0.9
H 17.607 -16.564 3.340 -0.4 0.4 0.7
H 18.806 -18.338 1.744 0.0 0.0 0.1
H 17.814 -18.563 0.278 0.0 0.0 0.2
H 17.118 -18.935 1.901 0.1 -0.3 -0.1
C 21.539 -6.641 -2.004 -0.2 0.6 -0.3
C 20.013 -6.689 -1.752 -0.9 -0.9 -0.1
C 19.129 -5.914 -2.739 0.9 -0.3 0.1
O 19.318 -6.389 -4.041 0.8 -0.2 -0.2
C 18.769 -5.521 -4.993 -0.8 1.6 -0.8
N 19.651 -8.171 -1.759 1.8 -0.5 -1.0
H 20.110 -8.605 -0.971 -1.0 -0.2 1.3
H 18.719 -8.472 -2.007 -0.9 0.1 0.7
H 20.232 -8.648 -2.433 0.1 0.2 -1.3
H 21.999 -5.721 -1.644 -0.2 0.0 0.2
H 21.770 -6.663 -3.069 -0.4 0.0 -0.2
H 22.115 -7.473 -1.599 -0.3 -0.1 0.5
H 19.648 -6.419 -0.761 0.6 0.5 0.1
H 19.554 -4.926 -2.563 -0.4 0.7 -0.5
H 18.052 -5.915 -2.570 0.0 0.0 0.9
H 19.059 -5.723 -6.025 0.1 -0.7 0.3
H 19.025 -4.470 -4.860 0.9 0.1 0.5
H 17.687 -5.401 -4.939 -0.4 -0.9 0.1
C 25.205 -18.640 6.195 -0.5 0.7 -0.4
C 26.672 -18.607 6.327 3.7 -0.3 -0.1
C 27.371 -17.232 6.441 0.0 1.5 1.0
N 28.877 -17.074 6.153 0.6 0.0 -1.5
C 29.479 -15.627 6.588 -1.9 -0.5 -0.6
C 31.006 -15.350 6.520 -1.9 -1.6 0.6
C 31.671 -16.553 7.267 0.7 1.4 -0.4
C 31.176 -17.940 6.884 -0.8 -0.8 -0.4
C 29.671 -18.175 6.871 -1.2 0.7 0.2
C 29.050 -17.236 4.627 0.6 0.3 0.6
H 24.816 -17.895 6.889 -0.8 -0.3 -0.1
H 24.807 -19.649 6.302 0.0 0.2 0.6
H 24.980 -18.384 5.160 -0.4 0.4 0.1
H 27.109 -19.154 5.491 0.2 -0.2 0.0
H 27.107 -19.003 7.244 -0.8 -1.2 0.0
H 27.369 -17.015 7.510 -0.5 0.5 0.0
H 26.846 -16.432 5.919 0.2 0.1 -0.2
H 29.053 -15.501 7.584 0.4 -0.2 0.2
H 28.885 -14.948 5.977 0.2 0.1 -0.2
H 31.059 -14.400 7.052 0.4 -0.1 0.2
H 31.324 -15.126 5.502 0.2 -0.5 0.0
H 31.594 -16.402 8.344 -0.6 0.0 0.1
H 32.750 -16.439 7.161 0.1 -0.5 -0.4
H 31.495 -18.637 7.660 0.5 -0.1 -0.3
H 31.440 -18.336 5.904 1.1 0.4 0.1
H 29.305 -18.302 7.889 -0.3 0.7 0.1
H 29.320 -19.094 6.401 0.7 -0.1 -0.3
H 28.680 -18.205 4.292 0.5 -0.1 0.3
H 30.105 -17.042 4.431 0.0 -0.6 -0.2
H 28.519 -16.515 4.005 -0.4 0.4 0.8
C 19.443 -26.034 -3.400 0.2 -0.7 -1.0
O 18.728 -27.097 -2.760 -1.1 0.0 -0.1
C 17.610 -26.585 -2.053 0.9 0.1 1.0
C 16.882 -27.643 -1.189 0.1 -1.6 -1.7
N 16.015 -28.541 -2.120 -2.1 0.1 -0.1
H 15.556 -27.885 -2.737 -0.3 0.2 -0.5
H 16.571 -29.120 -2.734 0.7 -0.2 0.1
C 14.836 -29.479 -1.607 1.0 -0.2 -0.1
C 15.404 -30.432 -0.526 0.1 1.7 0.0
O 16.628 -30.926 -0.973 -0.6 -1.0 -1.6
C 17.368 -31.685 -0.041 1.9 1.1 0.5
H 20.012 -26.547 -4.176 0.6 0.1 0.4
H 20.042 -25.441 -2.710 0.1 -0.2 0.1
H 18.839 -25.354 -4.001 -0.7 0.1 0.4
H 16.942 -26.016 -2.700 -0.4 -0.2 -0.3
H 18.061 -25.843 -1.394 -0.5 0.2 0.6
H 16.193 -27.256 -0.437 0.4 0.1 0.0
H 17.555 -28.434 -0.857 0.4 0.7 0.8
H 14.418 -30.048 -2.438 0.8 0.0 -0.5
H 13.974 -28.855 -1.372 0.4 0.2 0.9
H 14.679 -31.202 -0.266 0.0 0.1 0.1
H 15.641 -29.759 0.298 -0.4 -0.3 0.8
H 18.290 -32.023 -0.513 -0.4 -0.3 -0.6
H 16.948 -32.532 0.502 -0.8 0.3 -0.3
H 17.780 -30.919 0.617 -0.2 -0.3 1.0
C 21.879 -10.087 3.780 0.7 -0.8 -0.5
F 22.030 -9.857 5.071 1.8 0.0 0.3
F 20.603 -9.969 3.636 -2.1 0.6 -1.6
F 22.533 -9.145 3.006 -0.6 -1.4 1.1
S 22.184 -12.003 3.340 -1.4 -0.1 1.8
O 23.486 -12.430 3.880 -1.6 1.2 -1.5
O 21.030 -12.632 3.995 1.3 1.1 -0.7
N 21.838 -11.968 1.667 2.2 -1.0 1.5
S 22.736 -13.242 1.195 2.8 1.2 -2.2
O 24.204 -13.007 1.152 -2.7 0.0 -0.6
O 22.365 -14.462 1.798 -0.9 -2.0 1.0
C 22.196 -13.541 -0.678 0.6 0.1 3.0
F 20.857 -13.615 -0.812 0.5 -0.9 -0.2
F 22.593 -12.520 -1.359 0.6 1.4 -1.6
F 22.874 -14.636 -1.093 -1.3 0.5 0.1
C 13.975 -16.544 8.709 -1.0 3.4 -1.3
F 15.206 -16.438 8.315 2.9 -0.6 1.8
F 13.451 -16.960 7.560 -2.4 -1.5 0.1
F 13.694 -17.284 9.777 0.6 0.1 -1.1
S 13.357 -14.684 8.862 -2.0 1.5 1.3
O 13.391 -14.052 7.546 1.4 -1.0 1.1
O 11.962 -14.770 9.304 1.9 -0.6 0.7
N 14.375 -13.980 10.150 -2.7 -1.8 -2.2
S 15.469 -13.116 9.444 1.5 4.0 -1.3
O 16.116 -13.872 8.359 0.1 1.3 1.3
O 15.123 -11.659 9.205 0.7 -3.6 0.3
C 16.654 -12.847 10.992 -0.2 -1.2 -3.4
F 15.922 -12.382 11.932 -0.6 1.2 1.7
F 17.077 -14.061 11.323 0.9 -0.3 0.5
F 17.726 -12.040 10.732 -1.1 -0.8 0.4
C 13.926 -9.285 2.129 2.0 1.2 -0.7
F 13.671 -8.367 3.085 -0.3 -0.9 -1.1
F 15.060 -9.919 2.494 -0.1 0.3 -0.2
F 13.014 -10.193 1.986 -1.2 -0.3 0.3
S 14.193 -8.408 0.380 2.6 1.8 0.3
O 12.936 -7.759 0.060 0.6 -1.7 0.0
O 15.292 -7.403 0.556 -1.6 -2.9 -0.1
N 14.818 -9.833 -0.597 -1.2 2.6 2.8
S 14.020 -9.743 -1.938 -0.5 0.0 -2.5
O 12.629 -10.126 -1.909 0.4 -0.3 0.1
O 14.292 -8.522 -2.706 0.3 -1.4 0.4
C 14.900 -11.332 -2.792 -1.1 3.6 1.0
F 16.213 -11.180 -2.847 1.2 -0.2 0.2
F 14.586 -12.376 -2.089 -0.1 -1.6 0.8
F 14.468 -11.473 -4.014 -0.6 -0.3 -1.2
```
Positions in Å, forces in eV/Å.

Atomic partial charges in e from the Löwdin method, atoms 1 to 99:
1. C -0.021
2. C -0.256
3. C -0.166
4. O -0.234
5. C -0.054
6. N 0.241
7. H 0.161
8. H 0.173
9. H 0.149
10. H 0.096
11. H 0.096
12. H 0.104
13. H 0.167
14. H 0.129
15. H 0.143
16. H 0.093
17. H 0.092
18. H 0.087
19. C -0.015
20. C -0.254
21. C -0.192
22. O -0.168
23. C -0.106
24. N 0.231
25. H 0.167
26. H 0.179
27. H 0.154
28. H 0.096
29. H 0.091
30. H 0.088
31. H 0.159
32. H 0.138
33. H 0.149
34. H 0.098
35. H 0.088
36. H 0.097
37. C -0.082
38. C -0.264
39. C -0.122
40. N -0.221
41. C -0.056
42. C -0.127
43. C -0.166
44. C -0.159
45. C -0.126
46. C 0.027
47. H 0.095
48. H 0.091
49. H 0.091
50. H 0.103
51. H 0.106
52. H 0.126
53. H 0.141
54. H 0.129
55. H 0.127
56. H 0.123
57. H 0.114
58. H 0.120
59. H 0.116
60. H 0.126
61. H 0.117
62. H 0.135
63. H 0.127
64. H 0.100
65. H 0.097
66. H 0.113
67. C -0.083
68. O -0.182
69. C -0.211
70. C -0.026
71. N 0.070
72. H 0.152
73. H 0.163
74. C -0.029
75. C -0.210
76. O -0.203
77. C -0.076
78. H 0.099
79. H 0.098
80. H 0.091
81. H 0.129
82. H 0.131
83. H 0.141
84. H 0.130
85. H 0.130
86. H 0.132
87. H 0.144
88. H 0.120
89. H 0.098
90. H 0.104
91. H 0.090
92. C -0.644
93. F 0.149
94. F 0.141
95. F 0.083
96. S 0.662
97. O -0.332
98. O -0.338
99. N -0.316